The following is a DFT calculation (wB97M-V/def2-TZVPD) of C5H10O2 as an isolated structure.

Last column: Löwdin charge in e.
Positions of all 17 atoms, in Å:
C 1.307 1.911 0.274  -0.1410
O 0.259 1.425 -0.516  -0.2572
C 0.028 -1.610 -1.005  -0.0501
C 0.385 -1.873 0.432  -0.1686
O -0.836 -2.670 0.550  -0.0764
C -1.062 -2.344 -0.777  -0.1453
C -0.996 1.542 0.116  -0.1179
H 1.301 1.469 1.283  0.0854
H 2.235 1.632 -0.227  0.0879
H 1.262 3.009 0.375  0.0902
H 0.454 -1.034 -1.811  0.0946
H 0.350 -1.025 1.123  0.1075
H 1.274 -2.478 0.634  0.1205
H -1.960 -2.680 -1.286  0.1168
H -1.712 1.957 -0.601  0.0894
H -1.347 0.556 0.451  0.0777
H -0.942 2.214 0.986  0.0867

Summary:
gap between HOMO and LUMO = 0.359 Eh
HOMO = -8.790 eV
F_max = 0.5 eV/Å
energy = -346.87619 hartree

=====

The following is a DFT calculation (wB97M-V/def2-TZVPD) of C5H10O2 in the gas phase.

Last column: Löwdin charge in e.
Positions of all 17 atoms, in Å:
C 1.908 -0.099 -0.814  -0.0331
C 0.851 0.362 0.167  -0.3380
O 0.116 1.427 -0.427  -0.1044
C -1.187 1.402 0.118  -0.2013
C -1.535 -0.085 0.180  -0.1023
C -0.189 -0.728 0.556  -0.3241
O 0.081 -1.932 -0.142  -0.0365
H 2.614 0.711 -1.022  0.0840
H 1.426 -0.396 -1.749  0.0893
H 2.454 -0.958 -0.416  0.0851
H 1.317 0.729 1.097  0.1470
H -1.833 1.991 -0.539  0.1234
H -1.215 1.855 1.127  0.1238
H -2.342 -0.320 0.883  0.1152
H -1.799 -0.452 -0.818  0.1251
H -0.124 -0.904 1.640  0.1467
H -0.544 -2.603 0.160  0.1002

Summary:
gap between HOMO and LUMO = 0.388 Eh
SMILES = C[C@H]1OCC[C@H]1O
HOMO = -9.703 eV
F_max = 0.3 eV/Å
energy = -346.97603 hartree

=====

The following is a DFT calculation (wB97M-V/def2-TZVPD) of C5H10O2 in the gas phase in a non-equilibrium geometry.

Last column: Löwdin charge in e.
Positions of all 17 atoms, in Å:
C 0.212 1.719 -0.509  -0.0556
C 0.353 0.577 0.448  -0.3193
C 0.753 -0.608 -0.426  -0.3581
O -0.075 -0.788 -1.553  -0.0520
C 0.070 -1.583 0.611  -0.0259
C -0.674 -0.333 1.174  -0.3247
O -2.016 -0.184 0.816  -0.0072
H 1.234 1.369 -1.245  0.1453
H 0.319 2.713 -0.046  0.0742
H -0.735 1.701 -1.086  0.0849
H 1.178 0.807 1.138  0.1493
H 1.791 -0.194 -0.889  0.1646
H 0.165 -0.039 -2.110  0.0727
H 0.738 -2.042 1.327  0.1036
H -0.591 -2.352 0.175  0.1227
H -0.638 -0.244 2.256  0.1376
H -2.085 -0.520 -0.084  0.0877

Summary:
gap between HOMO and LUMO = 0.380 Eh
SMILES = C[C@@H]1[C@H](O)C[C@@H]1O
HOMO = -9.537 eV
F_max = 3.9 eV/Å
energy = -346.88649 hartree

=====

The following is a DFT calculation (wB97M-V/def2-TZVPD) of C5H10O2 as an isolated structure in a non-equilibrium geometry.

Last column: Löwdin charge in e.
Positions of all 17 atoms, in Å:
C -2.188 -0.600 -0.102  -0.0475
C -0.826 -0.036 -0.453  -0.4647
O -0.914 1.360 -0.462  -0.0411
C 0.165 -0.474 0.622  -0.1866
C 1.682 -0.276 0.364  -0.1210
C 2.222 0.687 -0.537  -0.3044
O 1.628 1.601 -1.123  -0.0382
H -2.173 -1.695 -0.096  0.0853
H -2.503 -0.242 0.887  0.0888
H -2.921 -0.256 -0.831  0.0851
H -0.474 -0.430 -1.417  0.1590
H -0.038 1.678 -0.789  0.0552
H -0.267 0.220 1.503  0.1809
H 0.046 -1.455 1.074  0.1374
H 2.358 -1.045 0.743  0.0988
H 0.884 0.354 1.300  0.1948
H 3.320 0.609 -0.683  0.1182

Summary:
gap between HOMO and LUMO = 0.349 Eh
HOMO = -8.828 eV
F_max = 3.0 eV/Å
energy = -346.85679 hartree

=====

Quick rundown of energy relative to the best compared isomer or geometry (same formula, charge and spin), same order as above: 4.061 1.344 3.781 4.589 eV